(1)
ORCA calculation (ωB97M-V with the def2-TZVPD basis set) on C12H13F5O7P2RuS3 as an isolated structure.

```
43
Properties=species:S:1:pos:R:3:mulliken_charge:R:1
Ru 0.08960 0.04025 -0.04179 0.812
C -3.78850 -0.72665 -0.48569 -1.323
C -3.39960 -0.14025 0.85241 1.206
O -4.49880 0.25055 1.64261 -0.631
P -2.35820 -1.28105 1.86471 0.792
O -2.41960 -0.78685 3.35551 -0.537
O -3.19570 -2.63255 1.90851 -0.552
O -0.97190 -1.54595 1.38611 -0.653
P -2.33610 1.39645 0.84251 0.735
O -3.35170 2.59505 0.62041 -0.573
O -1.66050 1.42225 2.17321 -0.916
O -1.43010 1.41825 -0.36999 -0.647
H -4.44070 -1.59115 -0.34909 0.397
H -2.89140 -1.03915 -1.02159 0.094
H -4.31350 0.01775 -1.08349 0.391
H -5.01050 -0.53665 1.88121 0.409
H -2.10440 0.13805 3.36671 0.455
H -2.60860 -3.38505 1.99121 0.354
H -4.01790 2.62135 1.30701 0.374
C 3.21490 1.23835 3.23431 -1.468
C 2.54380 0.63635 2.04171 0.635
S 1.15990 1.48235 1.43071 -0.268
C 2.97260 -0.50635 1.43611 0.659
C 4.17920 -1.27765 1.85911 -1.471
S 2.08530 -1.16125 0.10131 -0.130
H 2.75810 2.19105 3.48261 0.429
H 4.27470 1.38495 3.04211 0.356
H 3.12380 0.57455 4.09371 0.308
H 3.93710 -1.90895 2.71341 0.302
H 4.98760 -0.61135 2.15161 0.356
H 4.50520 -1.91995 1.04581 0.446
F 2.68270 1.78715 -5.70959 -0.285
C 1.99770 1.08095 -4.81089 0.476
C 2.49290 -0.13975 -4.35709 0.257
F 3.64160 -0.60485 -4.85029 -0.289
C 1.77780 -0.88425 -3.42799 -0.287
F 2.26350 -2.05515 -3.01729 -0.351
C 0.55740 -0.42105 -2.91909 0.520
S -0.43790 -1.38065 -1.84349 -0.406
C 0.06440 0.79635 -3.41179 0.429
F -1.13280 1.21255 -3.00199 -0.277
C 0.77640 1.55075 -4.33289 0.171
F 0.28230 2.70125 -4.79049 -0.298
```

Computed properties:
**Energy above the lowest of the compared OMol25 structures with the same formula, charge and spin**: 14.34 kJ/mol
**Energy**: -94244.64462 eV
**Kohn-Sham gap (alpha / beta)**: 7.62 / 6.64 eV
**HOMO energy (alpha / beta)**: -8.0 / -9.0 eV
**Total charge**: 0
**Largest force on an atom**: 0.02062 Eh/bohr
**Multiplicity**: 5

=====

(2)
ORCA calculation (ωB97M-V with the def2-TZVPD basis set) on a 11-piece molecular cluster, C6H34NO10 overall.

```
51
Properties=species:S:1:pos:R:3:mulliken_charge:R:1
C 0.38081 -0.38743 -0.49789 -0.478
C -0.65306 -0.44565 0.64513 0.870
C 0.06132 -0.22001 1.95966 -0.568
C -0.69728 -0.05893 3.33557 -0.814
C -2.24423 -1.96187 3.02758 -0.880
C -2.07118 -0.69668 3.39542 -0.273
N -1.73346 0.56245 0.38985 0.080
H 1.37642 -0.20296 -0.08422 -0.115
H 0.49453 -1.38272 -0.91930 0.228
H 0.22318 0.37118 -1.24986 0.103
H -1.12742 -1.41602 0.60050 0.150
H 0.78450 -1.00921 2.14111 0.470
H 0.50996 0.76669 1.86795 -0.377
H -0.82081 1.01309 3.46846 0.286
H -0.12115 -0.53604 4.12510 0.448
H -1.48137 -2.72124 2.86893 0.283
H -3.22584 -2.42590 2.95237 0.368
H -2.98405 -0.15167 3.57773 0.426
H -2.28212 0.44456 -0.45339 0.397
H -1.31517 1.49808 0.31027 0.269
H -2.31841 0.55723 1.22641 0.269
H 2.07474 1.35049 0.93055 0.207
H 2.92498 1.10102 2.19844 0.339
O 2.97528 1.29201 1.25741 -0.571
H -4.47537 -1.07738 1.25900 0.305
H -5.03193 0.10898 0.63294 0.291
O -4.29460 -0.12582 1.21637 -0.613
H 3.83813 0.95641 -1.92715 0.304
H 4.24218 1.60040 -0.66724 0.280
O 3.65476 1.75943 -1.42013 -0.664
H -2.12480 2.23189 -2.61231 0.302
H -0.64482 2.09002 -2.06476 0.354
O -1.59009 1.87036 -1.90082 -0.591
H 4.60907 -0.44982 1.44108 0.304
H 4.42640 -0.58584 -0.06786 0.234
O 4.44432 -1.08987 0.74573 -0.587
H 0.24218 3.52507 1.69301 0.259
H 0.35750 3.30084 0.14644 0.293
O 0.15797 2.87330 0.98935 -0.560
H -0.28531 -4.11371 -1.78002 0.307
H -1.43651 -3.41092 -1.13474 0.284
O -1.16678 -3.77750 -1.98490 -0.606
H 2.63400 -2.04756 -2.62978 0.263
H 1.72301 -2.48553 -3.73755 0.278
O 1.69670 -2.16961 -2.82661 -0.542
H 1.05330 3.54436 -2.16138 0.265
H 1.79548 2.22363 -1.59177 0.318
O 0.96250 2.71450 -1.68404 -0.577
H -2.32054 -1.25847 -3.41764 0.291
H -0.97068 -1.62045 -4.26879 0.278
O -1.53107 -0.96267 -3.86356 -0.587
```

Computed properties:
**Energy above the lowest of the compared OMol25 structures with the same formula, charge and spin**: 213.79 kJ/mol
**Energy**: -28732.56210 eV
**Kohn-Sham gap**: 10.19 eV
**HOMO energy**: -12.7 eV
**Total charge**: +1
**Largest force on an atom**: 0.03623 Eh/bohr
**Multiplicity**: 1

=====

(3)
ORCA calculation (ωB97M-V with the def2-TZVPD basis set) on C12H13MgNP as an isolated structure.

```
28
Properties=species:S:1:pos:R:3:mulliken_charge:R:1
C 0.61316 0.87540 -2.80491 -1.073
C -0.15787 0.59906 -3.97708 -0.149
C -0.62398 -0.68393 -4.29894 -0.365
C -0.19183 -1.81525 -3.50627 -0.023
C 0.67221 -1.56935 -2.48461 -1.173
Mg -1.01550 -0.32452 -2.16290 0.128
P 0.32321 2.38604 -1.93026 0.093
H 1.54176 0.32240 -2.56437 0.613
H -0.42971 1.42962 -4.63892 0.234
H -1.25756 -0.82380 -5.17888 0.336
H 1.16970 -2.31516 -1.86322 0.226
H -0.57731 -2.79527 -3.83176 0.300
H -0.97705 2.38041 -1.31197 0.082
H 0.33085 3.44991 -2.86784 0.027
H 1.27246 2.63841 -0.92432 0.107
N -0.54457 -0.15898 -0.20976 -0.037
C -0.31587 -0.15580 0.94025 -0.068
C -0.15151 -0.18174 2.34800 0.476
C -1.27749 -0.07807 3.18929 -0.502
C -1.13580 -0.23508 4.56849 -0.382
C 0.12899 -0.45005 5.12545 -0.516
C 1.25994 -0.49071 4.30076 -0.387
C 1.12605 -0.33926 2.91830 -0.626
H -2.26067 0.11849 2.75262 0.346
H -2.01891 -0.19883 5.21024 0.330
H 0.24002 -0.58422 6.20398 0.319
H 2.25282 -0.65142 4.72922 0.324
H 2.00447 -0.34835 2.26939 0.360
```

Computed properties:
**Energy above the lowest of the compared OMol25 structures with the same formula, charge and spin**: 0.00 kJ/mol
**Energy**: -28871.26257 eV
**Kohn-Sham gap (alpha / beta)**: 3.89 / 4.27 eV
**HOMO energy (alpha / beta)**: -0.9 / -1.2 eV
**Total charge**: -1
**Largest force on an atom**: 0.07088 Eh/bohr
**Multiplicity**: 1

=====

(4)
ORCA calculation (ωB97M-V with the def2-TZVPD basis set) on a 2-piece molecular cluster, C3H8F2Si overall.

```
14
Properties=species:S:1:pos:R:3:mulliken_charge:R:1
C -0.63962 0.81122 -1.39331 -1.129
C -0.75168 0.81807 1.14817 -1.179
C -0.76723 0.02321 -0.13300 -0.037
F 2.89762 -0.69224 0.05264 -0.251
F 1.62944 -2.62849 -0.80616 -0.258
Si 1.56874 -1.52783 0.36561 0.655
H -0.68270 0.16719 -2.26777 0.307
H -1.46997 1.52311 -1.45414 0.357
H 0.28349 1.38546 -1.41631 0.303
H -0.73615 0.15907 2.01325 0.310
H -1.63498 1.45689 1.22760 0.375
H 0.12555 1.46011 1.19418 0.340
H -1.51705 -0.75711 -0.15662 0.301
H 1.69454 -2.19867 1.62588 -0.094
```

Computed properties:
**Energy above the lowest of the compared OMol25 structures with the same formula, charge and spin**: 195.77 kJ/mol
**Energy**: -16554.35172 eV
**Kohn-Sham gap**: 8.40 eV
**HOMO energy**: -8.3 eV
**Total charge**: 0
**Largest force on an atom**: 0.06888 Eh/bohr
**Multiplicity**: 1

=====

(5)
ORCA calculation (ωB97M-V with the def2-TZVPD basis set) on C55H43AsN6O10Y as an isolated structure.

```
116
Properties=species:S:1:pos:R:3:mulliken_charge:R:1
Y -0.31846 -0.45342 1.75894 2.073
O -0.11877 1.75867 1.64322 -0.117
C -0.03499 2.95476 2.12144 0.536
C 0.67577 4.01962 1.46117 -0.611
C 0.98394 5.17949 2.12442 -0.269
C 0.57450 5.38341 3.45335 -0.798
C -0.22285 4.44029 4.06112 -0.742
C -0.64147 3.27891 3.40274 0.592
C -1.59815 2.43601 4.02868 -1.004
N -1.86685 1.17832 3.64851 0.824
N -2.81981 0.52699 4.26581 -1.097
C -2.95003 -0.72751 3.84956 -0.029
O -2.27648 -1.29377 2.91347 -0.400
C -3.99666 -1.48029 4.49626 0.559
C -4.04759 -2.83979 4.15147 -0.313
C -5.03441 -3.67818 4.67850 -0.867
C -5.98844 -3.16361 5.55547 -0.381
C -6.00472 -1.80031 5.81463 -0.513
C -5.01234 -0.95379 5.31131 -0.166
H 0.93531 3.90457 0.42111 0.192
H 1.57146 5.95999 1.58463 0.329
H 0.88146 6.29303 4.00238 0.314
H -0.52459 4.50117 5.10080 0.352
H -2.11220 2.84166 4.90947 0.259
H -3.21809 -3.24548 3.54082 0.311
H -4.96338 -4.74013 4.44321 0.371
H -6.76599 -3.82412 5.93887 0.359
H -6.78395 -1.40081 6.48384 0.318
H -4.98428 0.12163 5.55389 0.408
O 0.78898 -5.22201 5.76738 -0.637
C 0.85529 -4.34841 4.94305 0.349
C 0.66890 -4.51497 3.46616 0.041
O 0.79421 -5.58598 2.87508 -0.727
C 0.53014 -3.12644 3.02505 0.821
C 0.79232 -2.18615 4.05059 0.758
O 0.75155 -0.93147 3.85065 -0.806
C 1.15576 -2.91021 5.28774 0.108
O 1.68138 -2.45884 6.31666 -0.698
O 0.14573 -2.78597 1.83662 -0.474
N 1.05687 -4.69031 -0.18773 -0.297
C 1.47350 -4.02077 -1.29257 0.172
C 0.73724 -2.89105 -1.78369 0.187
N 1.14273 -2.19292 -2.82693 -0.122
C 2.23516 -2.60489 -3.46110 -0.441
C 2.94429 -3.71829 -2.99191 -0.251
N 2.56080 -4.44096 -1.95724 -0.676
H 0.51476 -4.19533 0.53807 0.043
H 1.67963 -5.39599 0.15079 0.324
H -0.18058 -2.58464 -1.25210 0.188
H 2.64959 -2.00183 -4.29061 0.353
H 3.88331 -4.03864 -3.45933 0.397
O 1.67528 -0.30723 0.61993 1.009
As 2.93188 0.67283 0.03830 -0.288
C 3.81495 1.66162 1.46332 0.622
C 4.67256 2.73654 1.25776 -0.475
C 5.12657 3.43401 2.37888 -0.453
C 4.68776 3.14762 3.67679 -0.621
C 3.86157 2.02371 3.86605 -0.646
C 3.41734 1.27732 2.76754 -0.386
C 4.38296 -0.53550 -0.65966 0.560
C 4.64802 -1.69159 0.09449 -0.457
C 5.77318 -2.47142 -0.20451 -0.608
C 6.60318 -2.14841 -1.28740 -0.508
C 6.30422 -1.01477 -2.04413 -0.472
C 5.22852 -0.18792 -1.72335 -0.277
C 2.19384 1.86114 -1.31111 0.478
C 2.95841 2.68351 -2.14581 -0.521
C 2.32532 3.44392 -3.14280 -0.730
C 0.95576 3.36137 -3.33238 -0.855
C 0.17246 2.53674 -2.49262 -0.961
C 0.79240 1.77526 -1.49670 0.165
H 5.05928 3.02977 0.27898 0.213
H 5.85219 4.26219 2.20512 0.304
H 5.00451 3.79539 4.49406 0.405
H 3.58316 1.65943 4.84199 0.508
H 2.79756 0.38993 2.92304 0.304
H 3.90982 -1.99034 0.84868 0.354
H 5.99164 -3.35109 0.41677 0.362
H 7.46418 -2.78624 -1.48794 0.382
H 6.94497 -0.74624 -2.90846 0.339
H 5.01087 0.72020 -2.30642 0.178
H 4.03985 2.79175 -2.00754 0.190
H 2.96360 4.09722 -3.74709 0.385
H 0.49508 4.01077 -4.08994 0.408
H -0.90574 2.52065 -2.58921 0.713
H 0.17529 1.15768 -0.84004 0.422
C -0.93493 1.26008 -7.96635 -0.854
O -1.39489 0.87323 -6.63788 -0.407
C -2.53204 1.39785 -6.11521 0.971
C -3.47851 2.19355 -6.78638 -0.658
C -4.46133 2.81512 -6.03601 -0.463
C -4.59739 2.62075 -4.66564 -1.020
C -3.73822 1.73171 -4.01781 0.256
C -2.72679 1.07269 -4.73009 -0.487
N -1.79657 0.20258 -4.18579 0.204
C -1.77642 -0.37573 -2.95203 -0.303
C -2.84470 -0.89858 -2.19779 0.571
C -4.03618 -1.40459 -2.79530 -0.350
C -4.98571 -2.05557 -2.06067 -0.845
C -4.81290 -2.14794 -0.66487 -0.435
C -3.66653 -1.74290 -0.03116 -0.975
C -2.64337 -1.11473 -0.76002 0.106
O -1.53792 -0.70655 -0.17138 -0.150
H -0.70072 2.33065 -7.95631 0.353
H -1.74986 1.01998 -8.66708 0.327
H -0.06183 0.62558 -8.16836 0.253
H -3.42712 2.37911 -7.86014 0.301
H -5.11913 3.52274 -6.55848 0.331
H -5.32778 3.17861 -4.08159 0.398
H -3.84820 1.58740 -2.93946 0.519
H -0.96046 0.09431 -4.78265 0.431
H -0.79081 -0.42174 -2.46863 -0.004
H -4.16762 -1.25822 -3.88474 0.394
H -5.88683 -2.48371 -2.53105 0.375
H -5.61564 -2.57635 -0.04584 0.443
H -3.49154 -1.87035 1.04038 0.576
```

Computed properties:
**Energy**: -149034.85023 eV
**Kohn-Sham gap**: 4.23 eV
**HOMO energy**: -4.1 eV
**Total charge**: -1
**Largest force on an atom**: 0.08248 Eh/bohr
**Multiplicity**: 1

=====

(6)
ORCA calculation (ωB97M-V with the def2-TZVPD basis set) on C27H44BrCaNP2S as an isolated structure.

```
77
Properties=species:S:1:pos:R:3:mulliken_charge:R:1
C -0.52367 -4.16612 0.40170 -0.285
C -0.62640 -3.16504 -0.58651 0.794
C -1.83708 -3.07934 -1.30561 -0.188
C -2.84813 -4.00854 -1.03926 -0.537
N -2.73238 -4.94440 -0.09613 -0.521
C -1.59170 -5.04898 0.58628 -0.382
C 0.47674 -2.27362 -0.85897 0.119
C 1.50339 -1.72637 -1.31724 -1.357
C 2.66200 -1.44115 -2.11524 1.350
C 3.40398 -0.23685 -2.02715 0.000
C 4.50356 -0.00981 -2.86562 -0.960
C 4.87695 -1.01461 -3.77919 -0.008
C 4.15735 -2.21591 -3.87806 -0.662
C 3.05845 -2.41551 -3.05192 -0.577
Ca 0.98197 -0.22189 0.55114 -0.110
P -1.38960 -0.25994 2.00734 0.794
H -1.98366 -2.32248 -2.08293 0.514
H 0.38395 -4.27517 1.00428 0.470
H -3.78188 -3.98481 -1.60881 0.403
H -1.51357 -5.85988 1.31668 0.411
H 2.46951 -3.33361 -3.11693 0.496
H 3.11762 0.55129 -1.31116 0.513
H 4.44930 -2.97942 -4.59080 0.467
H 5.06346 0.92052 -2.82306 0.489
C -1.61026 1.19083 3.10690 -0.776
C -3.00075 1.46635 3.65661 -1.335
H -1.26655 2.05759 2.51598 0.461
H -0.88444 1.07438 3.92554 0.564
H -2.95322 2.38624 4.25012 0.436
H -3.73991 1.62642 2.86462 0.276
H -3.36665 0.67839 4.32439 0.264
C -2.95461 -0.50262 1.06236 -0.005
C -4.05949 -1.32259 1.71893 -1.530
H -2.65637 -0.99689 0.11921 0.010
H -3.31917 0.49860 0.77807 0.478
H -4.90351 -1.37595 1.01680 0.449
H -3.73854 -2.35443 1.92295 0.286
H -4.44281 -0.87170 2.64594 0.277
C -1.18220 -1.73600 3.08705 -0.209
C -1.94636 -1.76317 4.40487 -1.400
H -0.09908 -1.79379 3.30319 0.550
H -1.41299 -2.62223 2.47676 0.054
H -1.68837 -2.69563 4.92280 0.440
H -1.66259 -0.93161 5.06155 0.305
H -3.03620 -1.76162 4.27612 0.240
Br 6.37897 -0.73357 -4.89799 -0.106
P -0.03044 1.81612 -1.16489 1.107
C -1.68792 2.54192 -0.85018 -0.366
C -1.95160 3.93993 -1.38652 -1.481
H -1.80922 2.53526 0.24751 0.168
H -2.43413 1.83154 -1.23676 0.417
H -2.95796 4.24712 -1.08034 0.445
H -1.25008 4.67758 -0.98340 0.299
H -1.92503 3.99089 -2.48079 0.267
C 1.18060 3.20115 -1.17887 -0.614
C 1.34134 4.01678 -2.45365 -1.346
H 2.15342 2.75010 -0.91511 0.345
H 0.92002 3.85648 -0.33473 0.494
H 2.11847 4.77168 -2.28483 0.436
H 1.66384 3.40762 -3.30519 0.288
H 0.43213 4.55840 -2.73685 0.244
C -0.05774 1.14069 -2.88293 -0.289
C -0.94448 1.83142 -3.91498 -1.437
H -0.36897 0.08684 -2.77416 0.225
H 0.98602 1.10444 -3.23308 0.343
H -0.86944 1.26938 -4.85555 0.440
H -2.00118 1.83645 -3.61857 0.324
H -0.63003 2.86089 -4.13517 0.260
C 3.75107 1.82830 3.43139 -1.054
S 2.71373 0.95978 2.22718 0.236
C 3.62480 -0.54009 1.79578 -0.898
H 3.17168 2.67629 3.81704 0.371
H 4.65915 2.21259 2.95109 0.345
H 4.00941 1.17383 4.27226 0.355
H 4.58250 -0.26596 1.34261 0.382
H 3.77969 -1.13842 2.69943 0.405
H 3.09529 -1.18439 1.06660 0.326
```

Computed properties:
**Energy**: -148083.29028 eV
**Kohn-Sham gap**: 7.53 eV
**HOMO energy**: -14.0 eV
**Total charge**: +2
**Largest force on an atom**: 0.07103 Eh/bohr
**Multiplicity**: 1